# 1
DFT (ωB97M-V/def2-TZVPD) results for C43H34AsGeNiO2S as an isolated structure.

```
83
Properties=species:S:1:pos:R:3
Ni -1.12544 0.12533 0.06130
S -1.68844 -0.32564 -2.03594
C -2.17961 -2.00189 -1.68921
C -3.29856 -2.52954 -2.33678
C -3.67447 -3.84636 -2.13167
C -2.95626 -4.66369 -1.26659
C -1.84480 -4.15464 -0.61443
C -1.44935 -2.83986 -0.82880
As 0.07270 -2.00735 0.01914
C 1.48522 -2.34719 -1.26235
C 1.19492 -2.69305 -2.57824
C 2.22309 -2.83831 -3.49903
C 3.54109 -2.63800 -3.11101
C 3.83168 -2.29887 -1.79678
C 2.80678 -2.15315 -0.87364
C 0.54707 -3.13351 1.51229
C 0.15091 -2.71688 2.78033
C 0.46893 -3.48652 3.89064
C 1.18537 -4.66481 3.73652
C 1.58706 -5.07728 2.47269
C 1.27055 -4.31250 1.35950
H -3.87132 -1.89325 -2.99911
H -4.54476 -4.23603 -2.64463
H -3.26306 -5.68778 -1.10007
H -1.28055 -4.78015 0.06720
H 0.16790 -2.83729 -2.89064
H 1.99160 -3.10528 -4.52244
H 4.34137 -2.74780 -3.83174
H 4.85690 -2.13881 -1.48795
H 3.04002 -1.87522 0.14824
H -0.38960 -1.78334 2.89733
H 0.16284 -3.15983 4.87598
H 1.43612 -5.26221 4.60369
H 2.14956 -5.99456 2.35408
H 1.59439 -4.62832 0.37462
C -0.98213 5.62025 1.85474
C -1.63079 5.19422 0.70348
C -1.19102 4.05774 0.04356
C -0.09906 3.33489 0.52331
C 0.53651 3.76459 1.68745
C 0.09994 4.90519 2.34592
Ge 0.55653 1.73963 -0.36751
C 0.84758 2.02939 -2.26734
C 1.40208 1.01502 -3.04816
C 1.66424 1.22248 -4.39182
C 1.36953 2.44826 -4.97564
C 0.82338 3.46645 -4.20952
C 0.56744 3.25948 -2.85968
C 2.17503 1.03825 0.46383
C 3.38445 1.23257 -0.20460
C 4.58175 0.82350 0.36700
C 4.58005 0.19969 1.60644
C 3.38076 -0.00201 2.27801
C 2.18439 0.42249 1.71680
H -1.32873 6.50376 2.37515
H -2.48444 5.74150 0.32468
H -1.71469 3.73190 -0.85116
H 1.36715 3.20009 2.09363
H 0.59813 5.22635 3.25128
H 1.62773 0.05225 -2.60699
H 2.09406 0.42410 -4.98390
H 1.56981 2.61004 -6.02727
H 0.59960 4.42524 -4.65956
H 0.15933 4.06921 -2.26779
H 3.39652 1.70435 -1.18045
H 5.51352 0.98722 -0.15975
H 5.51200 -0.12784 2.05007
H 3.37439 -0.48606 3.24674
H 1.25395 0.28627 2.25480
O -1.22342 1.80499 3.68917
C -1.65297 1.36873 2.63943
O -0.94343 0.58905 1.86334
C -3.05367 1.72095 2.20218
C -3.45470 1.80733 0.87385
C -4.76992 2.10192 0.54531
C -5.70131 2.31011 1.55176
C -5.30762 2.24075 2.88079
C -3.99136 1.95444 3.20413
H -2.74149 1.69838 0.06205
H -5.06122 2.16420 -0.49492
H -6.73124 2.53112 1.30188
H -6.03044 2.41223 3.66824
H -3.66602 1.90892 4.23455
```

As for the total energy: -218471.68299 eV. As for the net charge: 0. Its multiplicity is 2. As for the relative energy (zero: lowest compared OMol25 entry of this formula, charge and spin): 0.0 kcal/mol. Its HOMO-LUMO gap (alpha / beta) is 6.6 / 7.0 eV.

Mulliken atomic charge list, values in e, 6 entries: atom 1 (Ni): -0.40, atom 2 (S): -0.50, atom 3 (C): 0.98, atom 4 (C): -0.86, atom 5 (C): -0.62, atom 6 (C): -0.77


# 2
DFT (ωB97M-V/def2-TZVPD) results for C43H34CrN5O7P2S4 as an isolated structure.

```
96
Properties=species:S:1:pos:R:3
Cr -0.16665 0.76661 -2.64358
S -1.57095 2.06121 -1.18101
C -2.88379 1.61809 -2.19026
S -2.41090 0.69330 -3.56698
C -4.20080 1.97044 -1.92271
C -5.26593 1.59711 -2.78850
N -6.15149 1.30539 -3.46899
C -4.55178 2.70701 -0.75788
N -4.86682 3.30103 0.18103
C 2.39729 -1.37807 -0.76670
C 2.53645 0.07397 -1.04126
N 1.69052 0.88042 -1.65634
C 2.31931 2.08305 -1.82639
C 3.55776 2.03373 -1.25974
N 3.66807 0.75482 -0.76808
C 4.66077 3.00310 -1.10004
O 4.48610 4.18318 -1.64338
O 5.66233 2.68495 -0.48582
C 1.63409 3.10057 -2.67267
O 2.19098 4.20782 -2.83996
O 0.54774 2.71255 -3.16912
H 1.34661 -1.64397 -0.71137
H 2.90684 -1.63440 0.16195
H 2.83729 -1.93055 -1.60090
H 4.48700 0.41041 -0.29435
H 3.58142 4.24352 -2.15293
C 0.99880 0.03010 4.07333
P 0.93715 0.08449 2.20743
C -0.85896 0.18930 1.90443
C -1.71420 1.04873 2.59993
C -3.06648 1.07707 2.31258
C -3.58651 0.23837 1.32997
C -2.74795 -0.60791 0.62969
C -1.38681 -0.62995 0.91307
C 1.54433 1.79696 1.93632
C 0.80170 2.76724 1.26914
C 1.36443 3.99851 0.95474
C 2.67486 4.27998 1.30897
C 3.42608 3.32063 1.97650
C 2.86704 2.08839 2.27743
P 1.23571 -1.71565 4.61982
C 0.70664 -1.63035 6.37810
C 0.28579 -2.80017 7.01505
C -0.04969 -2.80005 8.35837
C 0.03967 -1.62821 9.10067
C 0.46481 -0.46255 8.48426
C 0.79483 -0.46387 7.13388
C -0.24458 -2.50123 3.87697
C -0.05054 -3.44097 2.87019
C -1.13622 -4.00998 2.21466
C -2.42366 -3.64081 2.56629
C -2.62909 -2.70358 3.57270
C -1.54666 -2.13890 4.22330
H 0.10834 0.48267 4.51574
H 1.87307 0.60628 4.38285
H -1.31363 1.72610 3.34729
H -3.71647 1.77802 2.82065
H -4.64004 0.28784 1.08521
H -3.13502 -1.22271 -0.17400
H -0.73515 -1.25333 0.31446
H -0.21998 2.56364 0.98000
H 0.77635 4.72410 0.40653
H 3.12229 5.22722 1.03649
H 4.46134 3.51768 2.22488
H 3.48033 1.33174 2.75919
H 0.20559 -3.71718 6.44184
H -0.38533 -3.71617 8.82891
H -0.22432 -1.62566 10.15084
H 0.53463 0.45748 9.05165
H 1.11682 0.45912 6.66847
H 0.95937 -3.71123 2.58428
H -0.97300 -4.72263 1.41617
H -3.27096 -4.06260 2.04049
H -3.63408 -2.39101 3.82614
H -1.71213 -1.39415 4.99383
C -0.81927 -2.08944 -2.73240
O -0.29052 -1.00446 -2.03856
H -0.55100 -3.02180 -2.21190
H -0.41983 -2.16710 -3.75334
H -1.91424 -2.04751 -2.80269
O 2.31954 -2.21498 -8.86714
S 1.41931 -2.48973 -7.77559
O 1.02659 -3.86328 -7.58550
N 1.97455 -1.85163 -6.37655
C 1.18638 -0.90898 -5.92173
S 1.49717 -0.08729 -4.47192
C 0.01545 -0.60492 -6.80906
C -0.93995 0.38433 -6.67779
C -1.94945 0.45851 -7.62991
C -1.98249 -0.42323 -8.70615
C -0.99560 -1.39157 -8.86204
C -0.01194 -1.45374 -7.89865
H -0.89209 1.08491 -5.85683
H -2.71890 1.21239 -7.52330
H -2.77915 -0.34798 -9.43616
H -0.99459 -2.06861 -9.70648
```

As for the total energy: -157273.82511 eV. As for the net charge: -2. Its multiplicity is 4. As for the relative energy (zero: lowest compared OMol25 entry of this formula, charge and spin): 0.2 kcal/mol. Its HOMO-LUMO gap (alpha / beta) is 6.7 / 6.8 eV.

Mulliken atomic charge list, values in e, 6 entries: atom 1 (Cr): 0.80, atom 2 (S): -0.61, atom 3 (C): 1.09, atom 4 (S): -0.72, atom 5 (C): 0.62, atom 6 (C): -0.18


# 3
DFT (ωB97M-V/def2-TZVPD) results for C43H34N8Ti as an isolated structure.

```
86
Properties=species:S:1:pos:R:3
Ti 0.06436 -0.66385 0.50627
C -1.06842 -1.08962 -2.54630
N -1.57904 -1.12360 -1.16535
C -2.85486 -0.42451 -0.96237
C -2.67527 1.05477 -1.05557
N -1.58568 1.64526 -1.45165
C -1.87479 3.00783 -1.37855
C -1.08515 4.10527 -1.70831
C -1.62193 5.36218 -1.51881
C -2.92032 5.53420 -1.01360
C -3.72372 4.45556 -0.69759
C -3.17236 3.19615 -0.89795
N -3.67420 1.91650 -0.71096
C 0.41562 -0.93992 -2.52286
N 1.09498 -0.61472 -1.44794
C 2.44108 -0.65733 -1.82053
C 3.59060 -0.44544 -1.06379
C 4.80264 -0.58010 -1.71168
C 4.87732 -0.91416 -3.07296
C 3.74160 -1.13027 -3.82961
C 2.52788 -0.99689 -3.16871
N 1.21264 -1.16355 -3.58828
H -1.33689 -2.00376 -3.08786
H -1.49780 -0.23519 -3.06973
H -1.74938 -2.08995 -0.90828
H -3.62390 -0.75629 -1.67298
H -3.19575 -0.68792 0.04227
H -0.08392 3.96884 -2.09150
H -1.03327 6.23578 -1.76154
H -3.30530 6.53576 -0.87968
H -4.72841 4.59029 -0.32240
H -4.57788 1.66954 -0.34592
H 3.53413 -0.20623 -0.00914
H 5.71914 -0.43114 -1.15813
H 5.84694 -1.00747 -3.54060
H 3.80034 -1.38869 -4.87739
H 0.90239 -1.47176 -4.49429
C -0.07954 -5.37015 -2.84745
C 1.18834 -4.82005 -2.70201
C 1.46838 -3.97664 -1.63818
C 0.46862 -3.67743 -0.72487
C -0.79656 -4.23383 -0.85063
C -1.06681 -5.08612 -1.91387
N 0.75383 -2.72961 0.32725
N 1.75529 -3.05627 1.00525
C 2.17327 -2.08245 1.92848
C 3.22667 -2.46637 2.76035
C 3.71473 -1.55741 3.67568
C 3.14409 -0.28656 3.73571
C 2.10320 0.07255 2.89138
C 1.56831 -0.81428 1.94856
H -0.29099 -6.03405 -3.67407
H 1.96780 -5.05777 -3.41332
H 2.45059 -3.53798 -1.51455
H -1.55257 -4.05693 -0.09450
H -2.04513 -5.54047 -1.99974
H 3.63700 -3.46336 2.67081
H 4.52756 -1.82290 4.33675
H 3.52040 0.42908 4.45588
H 1.70125 1.07728 2.97552
C -2.88589 -2.72988 3.21410
C -3.44465 -1.62827 3.84629
C -3.00056 -0.36007 3.51492
C -2.02691 -0.19427 2.52821
C -1.44077 -1.29457 1.86032
C -1.89827 -2.55557 2.25220
C -1.50147 1.15394 2.21235
C -2.04095 2.34827 2.76095
C -1.45072 3.54226 2.49624
C -0.28655 3.60231 1.69291
C 0.42510 4.79930 1.45176
C 1.56296 4.78511 0.69812
C 2.02167 3.57282 0.13827
C 1.33848 2.40595 0.33976
C 0.17301 2.39939 1.13445
N -0.46361 1.20818 1.38551
H -3.20473 -3.72736 3.48857
H -4.20102 -1.75723 4.60814
H -3.41158 0.48734 4.04585
H -1.44714 -3.44800 1.82883
H -2.91374 2.30057 3.39294
H -1.84954 4.45792 2.91521
H 0.05739 5.72103 1.88353
H 2.11534 5.69821 0.52578
H 2.92562 3.56497 -0.45646
H 1.70745 1.48378 -0.09293
```

As for the total energy: -80176.88218 eV. As for the net charge: +1. Its multiplicity is 2. As for the relative energy (zero: lowest compared OMol25 entry of this formula, charge and spin): 2.9 kcal/mol. Its HOMO-LUMO gap (alpha / beta) is 7.0 / 7.8 eV.

Mulliken atomic charge list, values in e, 6 entries: atom 1 (Ti): -0.56, atom 2 (C): -1.14, atom 3 (N): 0.04, atom 4 (C): -1.66, atom 5 (C): 0.35, atom 6 (N): 0.02


# 4
DFT (ωB97M-V/def2-TZVPD) results for C43H35BBrF2N2O8Ru as an isolated structure in a non-equilibrium geometry.

```
93
Properties=species:S:1:pos:R:3
Ru -0.66108 0.75737 -1.57143
O -3.38166 -2.64193 -0.90229
C -2.32692 -2.01606 -1.51514
O -1.39265 -1.58670 -0.83397
C -2.33806 -1.75958 -2.91674
C -3.06392 -2.38608 -3.96412
C -2.70576 -2.12365 -5.26063
C -1.64988 -1.21580 -5.55873
C -1.06812 -0.55458 -4.48278
N -1.39859 -0.79101 -3.23012
C -0.07846 0.59707 -4.63645
O 0.47318 0.77452 -5.71688
O 0.04028 1.33577 -3.58530
H -3.86010 -3.08196 -3.72631
H -3.23667 -2.61578 -6.06985
H -1.33090 -0.98885 -6.56565
C 3.17922 0.32342 3.77969
C 2.17737 -0.71683 3.30393
C 2.11320 -1.90633 4.24362
O 0.90047 -0.14052 3.21552
C 0.64710 0.23144 1.84461
C 1.46026 -0.81846 1.05729
O 2.51220 -1.15375 2.00274
C 2.08948 -0.47352 -0.32042
O 1.09096 -0.33788 -1.24673
C 3.04020 0.74717 -0.31139
C 2.87547 1.70857 -1.30304
C 3.73963 2.79322 -1.40228
C 4.79957 2.93296 -0.51752
C 5.00599 1.95157 0.44693
C 4.14445 0.86522 0.53581
C 2.91810 -1.68757 -0.81607
C 2.95807 -2.93400 -0.20184
C 3.63910 -4.00066 -0.78716
C 4.29055 -3.84050 -1.99950
C 4.24381 -2.59942 -2.63014
C 3.56375 -1.54558 -2.04484
C -0.89459 0.35476 1.67220
O -1.12607 1.00289 0.48175
C -1.38243 1.27241 2.82071
C -1.89143 0.79219 4.02235
C -2.31657 1.66449 5.01788
C -2.23260 3.03854 4.82982
C -1.71940 3.52774 3.63449
C -1.30007 2.65175 2.63988
C -1.65587 -0.99284 1.72939
C -1.21118 -2.12741 2.38375
C -1.85262 -3.39188 2.16489
C -2.88237 -3.54799 1.31155
C -3.43670 -2.38912 0.56363
C -2.79110 -1.09671 0.94163
H 2.93979 0.61429 4.80551
H 3.12822 1.20414 3.14077
H 4.19541 -0.07751 3.74948
H 1.70072 -1.60198 5.20805
H 3.11582 -2.31129 4.39608
H 1.48631 -2.68592 3.81225
H 1.03492 1.23732 1.64999
H 0.83084 -1.69063 0.86800
H 2.07170 1.57459 -2.01725
H 3.57894 3.52901 -2.18228
H 5.47102 3.78165 -0.59122
H 5.84989 2.02500 1.12565
H 4.34424 0.07967 1.24948
H 2.45584 -3.09168 0.74275
H 3.64875 -4.96341 -0.28772
H 4.81840 -4.67066 -2.45531
H 4.72324 -2.45708 -3.59204
H 3.49823 -0.59481 -2.56113
H -1.96220 -0.27933 4.17835
H -2.71716 1.26645 5.94376
H -2.56861 3.71950 5.60370
H -1.64949 4.59722 3.46936
H -0.90620 3.02267 1.70349
H -0.34829 -2.07812 3.02773
H -1.47102 -4.26051 2.69349
H -3.32621 -4.52262 1.14099
H -4.52108 -2.31901 0.69071
H -3.17303 -0.20521 0.46117
Br -4.82036 4.40716 0.31530
C -4.18861 3.30937 -1.10413
C -4.60505 3.53444 -2.39852
C -4.11430 2.69451 -3.37303
C -3.22453 1.68645 -3.02130
N -2.80395 1.49940 -1.77204
C -3.29897 2.28999 -0.81410
H -5.28604 4.34255 -2.63035
H -4.40583 2.80539 -4.40897
H -2.81714 1.01107 -3.76018
H -2.92323 2.09638 0.18506
F 0.44586 3.24110 -0.26194
B -0.22677 2.71632 -1.30793
F -0.69671 3.66402 -2.14841
```

As for the total energy: -143256.77640 eV. As for the net charge: -2. Its multiplicity is 6. As for the relative energy (zero: lowest compared OMol25 entry of this formula, charge and spin): 107.2 kcal/mol. Its HOMO-LUMO gap (alpha / beta) is 3.8 / 6.2 eV.

Mulliken atomic charge list, values in e, 6 entries: atom 1 (Ru): 1.10, atom 2 (O): -0.43, atom 3 (C): -0.08, atom 4 (O): -0.09, atom 5 (C): -0.59, atom 6 (C): -0.93


# 5
DFT (ωB97M-V/def2-TZVPD) results for C43H35F3N7O4S6W as an isolated structure in a non-equilibrium geometry.

```
99
Properties=species:S:1:pos:R:3
W -0.45753 -0.39888 0.42409
N -3.22832 2.72817 1.12340
C -2.63829 3.49725 0.12735
C -2.72509 4.79712 -0.18163
C -1.69435 5.37422 -1.02253
C -0.62275 4.68005 -1.44875
C -0.53935 3.23319 -1.26226
C -1.65281 2.59615 -0.48670
N -1.65003 1.38510 0.27293
C -2.56265 1.54037 1.18528
C -2.82942 0.47426 2.13290
C -3.78487 0.35903 3.08460
S -3.65143 -1.16433 3.83542
C -2.31569 -1.55981 2.83496
N -1.99800 -0.61901 2.00463
H -3.87430 3.05928 1.81676
H -3.46971 5.43384 0.27835
H -1.74918 6.43754 -1.21818
H 0.19832 5.16703 -1.95673
H 0.42116 2.72866 -1.31213
H -4.54743 1.06363 3.37160
H -1.77969 -2.49310 2.91250
O 1.62817 0.81580 -0.64164
S 3.04249 0.99570 -1.14823
C 3.52111 -0.46441 -2.06817
C 4.69503 -0.43392 -2.80702
C 5.06746 -1.55031 -3.53504
C 4.24679 -2.67124 -3.56155
C 3.05006 -2.66838 -2.86079
C 2.68934 -1.56670 -2.09641
C 4.09241 0.69858 0.29164
C 5.45152 0.98092 0.17280
C 6.27585 0.85588 1.27793
C 5.73973 0.46720 2.50201
C 4.38337 0.20540 2.61123
C 3.54994 0.32955 1.50572
H 5.30407 0.46034 -2.84051
H 5.99325 -1.53865 -4.09566
H 4.53384 -3.54456 -4.13270
H 2.39274 -3.52656 -2.90572
H 1.76199 -1.55588 -1.53400
H 5.86228 1.30191 -0.77608
H 7.33475 1.06559 1.18992
H 6.38309 0.37730 3.36833
H 3.96058 -0.10066 3.55962
H 2.48947 0.12633 1.57537
N 0.24855 0.51037 1.80524
C 0.18647 1.45473 2.78263
C 0.26234 2.81760 2.44765
C 0.12879 3.79553 3.41999
C -0.05445 3.44587 4.75360
C -0.11215 2.10027 5.10042
C -0.00139 1.11543 4.13215
H 0.43657 3.07592 1.40952
H 0.17956 4.84022 3.13629
H -0.13424 4.21106 5.51511
H -0.24173 1.81741 6.13843
H -0.04855 0.06457 4.39315
C -1.19808 -4.07443 0.42030
C -2.30281 -3.07121 0.29362
C -3.63939 -3.33011 0.49019
C -4.34774 -2.19563 0.02432
C -3.40933 -1.30459 -0.43980
C -3.75319 -0.07711 -1.23855
N -2.12658 -1.81287 -0.24478
H -1.59391 -5.07096 0.21391
H -0.71761 -4.09770 1.40011
H -0.42577 -3.86254 -0.31776
H -4.05486 -4.25303 0.86989
H -5.42005 -2.06653 -0.02440
H -4.54028 -0.33321 -1.94920
H -2.91403 0.28326 -1.82098
H -4.14014 0.74832 -0.63121
S 4.33597 -6.29785 -1.12192
C 3.76051 -4.99654 -0.25643
S 2.08270 -4.75525 0.09414
C 2.42236 -3.18266 0.81156
N 3.68025 -2.91223 0.80725
N 4.42250 -3.92423 0.24057
C 5.82162 -3.65784 0.16844
C 6.22235 -2.33736 -0.00050
C 7.57127 -2.03802 -0.08686
C 8.52140 -3.04672 0.00436
C 8.11007 -4.35599 0.21001
C 6.76128 -4.66938 0.29837
S 1.24346 -2.14982 1.53977
H 5.47130 -1.55979 -0.05186
H 7.87640 -1.00892 -0.22915
H 9.57577 -2.81324 -0.07385
H 8.84351 -5.14619 0.30863
H 6.44488 -5.68732 0.46542
F 1.42357 2.19802 -4.51135
C 2.29667 1.20069 -3.99695
F 3.25982 1.14175 -4.98661
F 1.49552 0.00298 -4.34918
S -0.36146 0.60079 -2.87314
O -1.31155 0.35565 -3.90688
O -1.61675 2.47356 -1.89387
O -0.48759 -0.38916 -1.78272
```

As for the total energy: -138767.27801 eV. As for the net charge: -1. As for the relative energy (zero: lowest compared OMol25 entry of this formula, charge and spin): 143.3 kcal/mol. Its HOMO-LUMO gap is 5.6 eV.

Mulliken atomic charge list, values in e, 6 entries: atom 1 (W): 0.28, atom 2 (N): 0.13, atom 3 (C): -0.27, atom 4 (C): -1.09, atom 5 (C): -0.55, atom 6 (C): -1.38


| no. | molecular weight (g/mol) |
| --- | --- |
| 1 | 821.04 |
| 2 | 974.98 |
| 3 | 710.67 |
| 4 | 937.54 |
| 5 | 1147.03 |